# C27H35N6O5PRuS3

A structure of composition C27H35N6O5PRuS3 (the ωB97M-V functional and the def2-TZVPD basis, OMol25).

Structure (XYZ):
```
78
Properties=species:S:1:pos:R:3
Ru -0.84 0.18 -0.39
C 6.64 -0.52 3.17
C 5.43 -0.66 2.29
C 4.26 0.05 2.55
C 3.14 -0.08 1.74
C 3.21 -0.94 0.65
C 4.37 -1.66 0.36
C 5.46 -1.52 1.18
S 1.82 -1.16 -0.37
O 2.20 -1.83 -1.57
O 0.71 -1.76 0.41
N 1.11 0.27 -0.63
C 1.59 1.40 -1.31
C 2.87 1.62 -1.77
C 3.18 2.86 -2.36
C 2.26 3.87 -2.45
C 0.94 3.66 -1.97
C -0.07 4.65 -1.96
C -1.29 4.37 -1.41
C -1.55 3.09 -0.90
N -0.64 2.13 -0.94
C 0.62 2.41 -1.43
H 6.47 0.19 3.97
H 7.49 -0.18 2.58
H 6.90 -1.48 3.61
H 4.22 0.72 3.40
H 2.24 0.48 1.96
H 4.40 -2.31 -0.51
H 6.37 -2.07 0.97
H 3.63 0.86 -1.68
H 4.19 3.02 -2.73
H 2.52 4.82 -2.89
H 0.15 5.63 -2.36
H -2.07 5.12 -1.36
H -2.49 2.84 -0.44
C -4.79 1.81 -1.83
S -4.00 0.23 -1.58
C -5.35 -0.64 -0.82
O -3.01 0.49 -0.42
H -5.59 1.67 -2.55
H -4.05 2.49 -2.24
H -5.18 2.18 -0.88
H -6.21 -0.58 -1.49
H -5.58 -0.15 0.13
H -5.06 -1.68 -0.70
N -0.94 -3.92 0.55
C -1.42 -4.38 -0.78
P -2.14 -3.01 -1.80
O -3.62 -3.17 -1.83
O -1.52 -1.71 -1.37
C -1.64 -3.34 -3.55
N -2.81 -4.00 -4.23
H -0.57 -4.69 1.09
H -1.69 -3.46 1.09
H -0.19 -3.18 0.45
H -2.20 -5.13 -0.64
H -0.57 -4.85 -1.29
H -0.74 -3.94 -3.69
H -1.48 -2.37 -4.02
H -2.72 -5.02 -4.26
H -2.95 -3.68 -5.19
H -3.65 -3.77 -3.65
N -2.62 -1.42 1.70
C -1.87 -0.42 2.28
N -1.12 0.41 1.59
C -0.44 1.31 2.44
C 0.44 2.33 2.07
C 1.00 3.11 3.07
C 0.71 2.89 4.42
C -0.15 1.88 4.79
C -0.71 1.10 3.79
S -1.83 -0.22 3.98
H -2.97 -1.15 0.79
H -3.37 -1.75 2.30
H 0.69 2.52 1.04
H 1.68 3.91 2.80
H 1.16 3.52 5.17
H -0.38 1.70 5.83
```

## Properties
E_LUMO (spin up / spin down) (eV): -8.4 / -9.1
Relative energy (zero: lowest compared OMol25 entry of this formula, charge and spin) (kcal per mole): 9.7
Charge: +3
Total energy (Ha): -3384.6581
Spin multiplicity: 2
HOMO (spin up / spin down) (eV): -15.51 / -15.66
Strongest force on any atom (eV Å⁻¹): 0.83